The following is a DFT calculation (ωB97M-V with the def2-TZVPD basis set) of a structure of composition C6H7NO2S3.

## Properties
- Kohn-Sham gap: 8.890 eV
- Relative energy (zero: lowest compared OMol25 entry of this formula, charge and spin): 89.69 kcal per mole
- Electronic energy: -44422.6370 eV

Geometry as XYZ:
```
19
Properties=species:S:1:pos:R:3:forces:R:3
C -0.453 2.851 2.636 1.2 0.4 -3.6
C -0.322 0.914 0.780 4.1 -1.8 -1.4
C -0.792 -0.769 -0.788 -6.1 -1.6 0.4
C -0.019 -3.380 -1.862 0.9 -2.1 1.1
C 0.102 -0.024 -0.219 5.3 2.2 -2.7
C 1.403 0.081 -1.128 -1.8 -0.3 2.9
H -0.781 2.160 3.311 -0.6 -1.6 2.2
H 0.327 3.531 2.944 -1.0 1.0 0.8
H -1.369 3.144 2.032 1.6 0.3 0.6
H 0.928 -3.066 -1.100 -2.7 -0.9 -2.6
H 0.362 -3.767 -3.034 -1.1 1.1 3.9
H -0.693 -4.338 -1.214 2.1 3.0 -2.3
H 1.667 1.879 -0.420 1.3 -1.7 -1.1
N -1.463 0.723 1.169 -4.9 1.4 2.2
O 2.189 1.145 -0.938 -1.1 1.5 0.3
O 1.600 -0.847 -1.838 1.4 0.0 -1.1
S 0.792 1.914 1.560 -0.1 1.6 1.3
S -2.320 -0.241 0.242 0.3 -2.6 -1.9
S -1.157 -1.910 -2.133 1.2 0.0 1.0
```
Positions in Å, forces in eV/Å.

These are the Löwdin partial charges, in e, on atoms 1 to 4:
1 C -0.271
2 C -0.813
3 C -0.653
4 C -0.447

---

The following is a DFT calculation (ωB97M-V with the def2-TZVPD basis set) of a cluster of 4 separate species, C33H34N6O2 in total.

## Properties
- SMILES: CCCc1nc2c(O)ccc(CCO)c2nc1-c1ccccn1.c1ccncc1.c1ccncc1.c1ccncc1
- Kohn-Sham gap: 8.317 eV
- Electronic energy: -47807.6519 eV

Geometry as XYZ:
```
75
Properties=species:S:1:pos:R:3:forces:R:3
C 2.677 -5.746 2.098 0.3 0.0 -0.5
C 2.419 -6.280 0.681 -0.6 0.2 0.0
C 1.101 -5.768 0.068 0.6 0.1 0.4
C 0.967 -4.272 0.167 0.3 -0.1 -0.1
N 2.059 -3.575 0.013 0.0 0.2 0.1
C 1.955 -2.226 0.122 0.1 -0.1 0.0
C 3.118 -1.419 -0.011 0.4 0.1 -0.1
O 4.313 -2.035 -0.339 -0.1 0.4 0.0
C 3.045 -0.058 0.125 -0.4 -0.5 0.0
C 1.799 0.554 0.394 0.0 -0.6 0.0
C 0.657 -0.195 0.528 0.0 0.5 0.1
C -0.671 0.453 0.805 0.0 -0.5 -0.1
C -1.245 0.112 2.178 -0.3 0.5 -0.1
O -1.110 1.236 3.057 0.2 -0.2 0.0
C 0.724 -1.611 0.394 0.0 0.6 0.1
N -0.415 -2.343 0.534 0.4 -0.1 -0.1
C -0.281 -3.633 0.412 -0.5 -0.1 0.2
C -1.532 -4.443 0.554 0.4 0.3 -0.2
C -2.022 -5.123 -0.555 -0.3 -0.2 0.1
C -3.192 -5.846 -0.415 0.4 0.3 0.2
C -3.791 -5.842 0.830 -0.6 -0.3 0.0
C -3.235 -5.134 1.878 0.3 0.0 -0.5
N -2.107 -4.431 1.751 -0.4 -0.1 0.2
H 3.032 -6.545 2.738 0.0 0.0 0.3
H 1.794 -5.284 2.524 -0.2 -0.1 0.2
H 3.447 -4.983 2.063 0.1 0.2 0.1
H 2.343 -7.362 0.716 0.1 -0.2 -0.1
H 3.224 -6.008 0.012 0.3 0.0 0.0
H 0.286 -6.267 0.578 -0.3 0.0 -0.1
H 1.097 -6.022 -0.990 -0.3 -0.2 -0.2
H 4.689 -2.434 0.449 0.0 -0.2 0.1
H 3.935 0.537 0.021 0.2 0.1 0.0
H 1.747 1.625 0.481 -0.1 0.2 0.0
H -0.597 1.526 0.678 0.0 0.2 0.1
H -1.378 0.086 0.065 -0.1 0.0 -0.2
H -2.304 -0.112 2.061 -0.1 -0.1 0.0
H -0.769 -0.769 2.593 0.1 -0.2 0.1
H -0.898 0.900 3.929 0.0 0.1 0.1
H -1.506 -5.089 -1.498 0.2 0.1 -0.1
H -3.614 -6.397 -1.237 -0.1 -0.1 -0.1
H -4.705 -6.393 0.993 -0.1 -0.1 0.0
H -3.734 -5.153 2.833 0.1 0.2 0.3
C 0.910 6.189 -1.781 0.0 0.1 0.0
C 0.220 5.217 -2.487 0.0 0.0 0.1
C 0.027 3.979 -1.892 0.0 -0.1 0.0
N 0.471 3.668 -0.677 0.0 0.1 0.0
C 1.133 4.613 -0.010 0.0 -0.1 0.1
C 1.377 5.881 -0.513 0.0 0.0 0.0
H 1.085 7.166 -2.213 0.0 0.0 0.0
H -0.162 5.412 -3.480 0.0 0.0 0.0
H -0.511 3.192 -2.411 0.0 0.0 0.0
H 1.482 4.332 0.979 0.0 0.0 0.0
H 1.920 6.609 0.075 0.0 0.0 0.0
C -4.584 -1.956 3.005 0.1 0.0 0.0
C -5.840 -2.501 2.794 0.0 0.0 0.0
C -6.949 -1.798 3.241 -0.1 0.0 0.0
N -6.877 -0.624 3.863 0.0 0.0 0.0
C -5.663 -0.112 4.056 -0.1 0.0 0.0
C -4.491 -0.732 3.649 -0.1 0.0 0.0
H -3.693 -2.471 2.667 0.0 0.0 0.0
H -5.960 -3.452 2.292 0.0 0.0 0.0
H -7.950 -2.191 3.093 0.0 0.0 0.0
H -5.634 0.846 4.564 0.0 0.0 0.0
H -3.534 -0.264 3.831 0.0 0.0 0.0
C 4.647 8.162 -6.009 0.0 0.0 0.0
C 3.359 7.715 -6.251 0.0 0.0 0.0
C 2.417 7.844 -5.242 -0.1 0.0 0.1
N 2.680 8.374 -4.049 0.0 0.0 0.0
C 3.924 8.798 -3.833 -0.1 0.0 0.1
C 4.939 8.716 -4.774 0.0 0.0 0.0
H 5.412 8.079 -6.771 0.0 0.0 0.0
H 3.087 7.274 -7.201 0.0 0.0 0.0
H 1.397 7.509 -5.392 0.0 0.0 0.0
H 4.112 9.223 -2.853 0.0 0.0 0.0
H 5.931 9.078 -4.543 0.0 0.0 0.0
```
Positions in Å, forces in eV/Å.

These are the Löwdin partial charges, in e, on atoms 1 to 4:
1 C -0.098
2 C -0.241
3 C -0.143
4 C -0.214

---

The following is a DFT calculation (ωB97M-V with the def2-TZVPD basis set) of a structure of composition C9H27INaO12P3.

## Properties
- Kohn-Sham gap: 4.427 eV
- Relative energy (zero: lowest compared OMol25 entry of this formula, charge and spin): 70.42 kcal per mole
- Electronic energy: -74728.8729 eV

Geometry as XYZ:
```
53
Properties=species:S:1:pos:R:3:forces:R:3
Na -0.597 0.192 0.826 -0.1 0.0 0.7
I -1.267 0.280 5.414 0.1 0.0 -0.7
C 4.735 -4.575 -0.621 0.2 0.8 -0.1
O 4.904 -4.633 0.786 -1.4 -0.7 3.0
P 3.641 -4.336 1.858 1.0 -0.2 -0.9
O 2.868 -3.110 1.433 1.0 -2.2 1.3
O 4.462 -4.333 3.317 -1.3 -2.5 -4.3
C 4.488 -3.344 4.251 -1.1 2.1 1.8
O 2.762 -5.790 1.874 1.7 2.6 -0.2
C 1.389 -5.686 2.243 -1.0 0.6 0.7
H 3.759 -4.977 -0.892 0.1 0.5 -0.4
H 5.522 -5.076 -1.184 0.0 -0.9 0.7
H 4.985 -3.545 -0.876 -1.1 0.3 -0.4
H 3.928 -3.589 5.154 -0.1 -0.7 0.0
H 3.926 -2.482 3.892 0.6 0.5 -0.1
H 5.497 -3.151 4.617 0.1 0.3 -0.6
H 1.153 -6.327 3.092 0.4 -0.3 -0.2
H 0.690 -5.889 1.432 0.5 -0.4 -0.3
H 1.101 -4.689 2.577 0.3 0.2 0.0
C -7.304 -3.379 -0.555 0.8 0.8 0.0
O -7.318 -2.053 0.078 -0.2 0.0 -0.6
P -6.628 -0.806 -0.682 -2.0 0.2 0.4
O -5.245 -1.090 -1.003 1.2 0.3 -0.4
O -7.575 -0.461 -1.969 0.9 -0.5 0.2
C -7.215 -0.663 -3.397 -0.5 -0.2 1.1
O -6.890 0.425 0.362 -0.3 -1.7 -2.1
C -8.225 0.874 0.629 -0.6 1.1 1.4
H -6.744 -3.338 -1.489 -0.4 0.2 -0.3
H -8.326 -3.735 -0.685 0.2 0.1 0.0
H -6.687 -4.069 0.020 -0.4 0.2 0.6
H -8.102 -1.081 -3.874 -0.1 0.4 0.1
H -6.446 -1.418 -3.558 0.3 0.3 0.4
H -6.955 0.312 -3.809 0.1 -0.2 0.0
H -8.641 0.356 1.494 0.2 -0.3 -0.1
H -9.019 0.926 -0.116 0.7 -0.8 -0.8
H -8.136 1.917 0.933 0.3 0.0 0.1
C 4.914 4.555 0.611 -1.9 1.0 0.0
O 3.969 5.621 0.147 -0.2 -1.8 -1.7
P 3.145 5.262 -1.249 0.2 2.1 1.3
O 2.158 4.149 -1.244 1.2 1.4 0.0
O 2.498 6.777 -1.437 0.2 -1.4 -0.2
C 3.218 8.015 -1.207 1.4 -0.5 0.0
O 4.344 5.089 -2.336 -0.8 0.1 0.5
C 4.415 3.970 -3.226 -0.3 -1.1 -0.2
H 4.492 3.587 0.341 0.5 -0.1 -0.5
H 4.790 4.573 1.694 0.7 0.3 0.0
H 5.896 4.806 0.212 -0.1 -0.4 0.3
H 4.268 7.820 -1.427 0.1 0.1 0.1
H 3.174 8.397 -0.187 -0.4 -0.6 0.2
H 2.941 8.858 -1.841 -0.7 -0.6 -0.4
H 4.060 4.155 -4.240 0.1 0.7 0.1
H 3.800 3.131 -2.900 -0.1 0.2 0.4
H 5.431 3.578 -3.283 0.1 0.5 0.2
```
Positions in Å, forces in eV/Å.

These are the Löwdin partial charges, in e, on atoms 1 to 4:
1 Na 0.811
2 I -0.838
3 C -0.119
4 O -0.254